[1]
The following is a DFT calculation (ωB97M-V/def2-TZVPD) of a cluster of 3 separate species, C4H4F2 in total.

As for the orbital gap: 0.35592 Ha. The value obtained for the strongest force on any atom is 4.33 eV/Å. The value obtained for the relative energy (zero: lowest compared OMol25 entry of this formula, charge and spin) is 454.8 kJ/mol. The calculation puts the total energy at -9641.738 eV. The HOMO energy is -10.551 eV.

Geometry as ORCA input:
```
! wB97M-V def2-TZVPD RIJCOSX def2/J DEFGRID3
* xyz 0 1
C -0.99 -0.88 0.37
C 0.05 0.59 -0.95
C -1.05 0.56 0.07
C 0.23 -0.57 -0.41
F -0.61 1.33 1.15
F 2.80 0.45 0.20
H -0.87 -1.11 1.48
H -1.60 -1.60 -0.15
H 0.37 1.43 -1.63
H 1.67 -0.20 -0.11
*
```

Results of the natural (NBO) charge analysis, in e, for atoms 1 through 6: -0.463, -0.172, 0.418, -0.064, -0.330, -0.696

=====

[2]
The following is a DFT calculation (ωB97M-V/def2-TZVPD) of the ion C3H10N4 with charge +2.

As for the orbital gap (alpha / beta): 0.28358 / 0.31868 Ha. The value obtained for the strongest force on any atom is 3.95 eV/Å. The value obtained for the relative energy (zero: lowest compared OMol25 entry of this formula, charge and spin) is 800.2 kJ/mol. The calculation puts the total energy at -9208.612 eV. The HOMO energy (alpha / beta) is -18.172 / -18.256 eV.

Geometry as ORCA input:
```
! wB97M-V def2-TZVPD RIJCOSX def2/J DEFGRID3
* xyz 2 1
C 0.05 -1.50 0.15
C 0.97 -1.61 -0.75
C 0.28 1.01 0.23
N -0.48 -0.32 0.63
N 0.92 1.00 -0.96
N -0.81 -0.14 2.08
N 0.06 0.96 -2.14
H -0.30 -2.41 0.62
H 1.63 -2.33 -1.21
H -0.52 1.66 0.39
H 1.06 0.96 1.06
H -0.21 0.55 2.46
H -0.61 -0.95 2.67
H -1.83 0.21 2.14
H 0.28 1.92 -2.58
H -0.95 0.67 -2.03
H 0.46 0.30 -2.76
*
```

Results of the natural (NBO) charge analysis, in e, for atoms 1 through 6: -0.181, 0.081, -0.128, -0.261, -0.214, -0.530

=====

[3]
The following is a DFT calculation (ωB97M-V/def2-TZVPD) of a cluster of 2 separate species, C2H9N4O in total.

As for the orbital gap: 0.38846 Ha. The value obtained for the strongest force on any atom is 1.95 eV/Å. The value obtained for the relative energy (zero: lowest compared OMol25 entry of this formula, charge and spin) is 16.8 kJ/mol. The calculation puts the total energy at -10223.076 eV. The HOMO energy is -13.816 eV.

Geometry as ORCA input:
```
! wB97M-V def2-TZVPD RIJCOSX def2/J DEFGRID3
* xyz 1 1
N -1.69 -1.52 -0.32
C -0.91 -0.54 -0.93
N -0.23 -0.95 -2.06
O -0.84 0.62 -0.49
H -2.39 -1.13 0.30
H -2.07 -2.21 -0.93
H -0.66 -1.68 -2.56
H 0.03 -0.18 -2.68
N 0.67 0.25 2.14
C 0.98 1.20 1.28
N 2.02 1.13 0.46
H 1.05 -0.68 2.07
H -0.13 0.37 2.71
H 0.32 2.03 1.21
H 2.22 1.92 -0.13
H 2.50 0.27 0.31
*
```

Results of the natural (NBO) charge analysis, in e, for atoms 1 through 6: -0.832, 0.785, -0.827, -0.703, 0.406, 0.393

=====

[4]
The following is a DFT calculation (ωB97M-V/def2-TZVPD) of a cluster of 2 separate species, C4H6FNO in total.

As for the orbital gap: 0.31088 Ha. The value obtained for the strongest force on any atom is 5.63 eV/Å. The value obtained for the relative energy (zero: lowest compared OMol25 entry of this formula, charge and spin) is 579.3 kJ/mol. The calculation puts the total energy at -10494.150 eV. The HOMO energy is -8.839 eV.

Geometry as ORCA input:
```
! wB97M-V def2-TZVPD RIJCOSX def2/J DEFGRID3
* xyz 0 1
C -0.50 0.49 -1.07
C -0.77 0.76 0.43
C -0.51 -0.58 -0.16
C 1.46 -1.37 -0.04
N 2.00 -0.24 0.49
O 2.49 0.61 -0.26
F -1.36 -1.62 -0.11
H -1.13 0.67 -1.84
H 0.49 0.89 -1.16
H 0.00 1.38 1.01
H -1.70 1.04 0.86
H 1.47 -1.52 -1.12
H 1.55 -2.12 0.61
*
```

Results of the natural (NBO) charge analysis, in e, for atoms 1 through 6: -0.499, -0.469, 0.500, -0.277, 0.048, -0.367

=====

[5]
The following is a DFT calculation (ωB97M-V/def2-TZVPD) of a structure of composition C36H54N5O4PPt.

As for the orbital gap (alpha / beta): 0.25873 / 0.25869 Ha. The value obtained for the strongest force on any atom is 1.25 eV/Å. The value obtained for the relative energy (zero: lowest compared OMol25 entry of this formula, charge and spin) is 23.9 kJ/mol. The calculation puts the total energy at -66386.395 eV. The HOMO energy (alpha / beta) is -8.661 / -8.660 eV.

Geometry as ORCA input:
```
! wB97M-V def2-TZVPD RIJCOSX def2/J DEFGRID3
* xyz 0 1
Pt -0.76 -0.25 -0.16
C 2.06 -5.15 -0.35
C 2.79 -4.06 0.45
C 1.90 -3.54 1.58
C 3.47 -2.93 -0.32
C 4.86 -2.98 -0.40
C 5.60 -1.92 -0.90
C 4.96 -0.76 -1.26
C 3.57 -0.64 -1.19
C 2.97 0.74 -1.44
C 2.57 1.37 -0.10
C 1.87 0.83 -2.50
C 2.84 -1.76 -0.80
N 1.43 -1.72 -0.89
C 0.88 -2.60 -1.61
C -0.59 -2.77 -1.55
N -1.34 -1.98 -0.88
C -2.75 -2.27 -0.75
C -3.10 -3.24 0.19
C -4.44 -3.57 0.31
C -5.40 -2.94 -0.48
C -5.01 -1.97 -1.38
C -3.68 -1.59 -1.54
C -3.41 -0.43 -2.49
C -3.68 0.90 -1.77
C -2.06 -0.39 -3.20
C -2.07 -3.95 1.05
C -1.83 -5.37 0.54
C -2.46 -3.96 2.53
H 1.98 -6.05 0.26
H 2.59 -5.41 -1.27
H 1.04 -4.87 -0.60
H 3.63 -4.58 0.92
H 0.99 -3.08 1.20
H 2.42 -2.79 2.18
H 1.61 -4.36 2.24
H 5.37 -3.86 -0.02
H 6.68 -1.99 -0.95
H 5.53 0.10 -1.60
H 3.81 1.33 -1.82
H 1.78 0.83 0.42
H 2.20 2.38 -0.25
H 3.44 1.42 0.56
H 0.98 0.28 -2.21
H 2.22 0.44 -3.46
H 1.57 1.87 -2.62
H 1.45 -3.30 -2.22
H -1.06 -3.61 -2.07
H -4.75 -4.32 1.02
H -6.44 -3.20 -0.39
H -5.76 -1.46 -1.99
H -4.17 -0.53 -3.27
H -3.00 1.04 -0.92
H -4.70 0.93 -1.39
H -3.53 1.74 -2.45
H -1.23 -0.08 -2.55
H -2.11 0.35 -4.00
H -1.81 -1.35 -3.66
H -1.13 -3.40 0.99
H -2.74 -5.97 0.60
H -1.06 -5.87 1.14
H -1.50 -5.39 -0.50
H -3.36 -4.55 2.72
H -2.62 -2.94 2.89
H -1.65 -4.40 3.12
N 0.25 0.46 5.73
C 0.38 -0.14 4.76
N 0.62 -0.86 3.67
C -0.12 -0.86 2.66
N -0.77 -1.05 1.68
C -0.16 6.09 -0.94
C 0.78 5.00 -1.45
C 2.16 5.14 -0.82
C 0.86 5.04 -2.96
O 0.30 3.66 -1.14
P -0.67 3.25 0.05
O -1.98 3.92 0.02
O -0.73 1.72 -0.08
O 0.21 3.58 1.33
C -0.31 3.71 2.69
C -1.41 2.69 2.93
C -0.83 5.12 2.86
C 0.89 3.44 3.57
H 0.23 7.05 -1.27
H -0.21 6.09 0.15
H -1.17 5.95 -1.32
H 2.58 6.12 -1.06
H 2.83 4.37 -1.21
H 2.10 5.04 0.26
H 1.28 5.99 -3.30
H -0.13 4.92 -3.40
H 1.50 4.24 -3.33
H -2.28 2.89 2.31
H -1.71 2.73 3.98
H -1.06 1.68 2.72
H -1.65 5.31 2.16
H -0.04 5.85 2.68
H -1.20 5.26 3.88
H 1.28 2.44 3.40
H 0.61 3.53 4.62
H 1.68 4.16 3.36
*
```

Results of the Löwdin charge analysis, in e, for atoms 1 through 6: 1.145, -0.062, -0.351, -0.053, -0.128, -0.037

=====

[6]
The following is a DFT calculation (ωB97M-V/def2-TZVPD) of a structure of composition C32H49ClNO3OsPS.

The expectation value of S² is 6.040. As for the orbital gap (alpha / beta): 0.24314 / 0.24383 Ha. The value obtained for the strongest force on any atom is 5.33 eV/Å. The value obtained for the relative energy (zero: lowest compared OMol25 entry of this formula, charge and spin) is 292.2 kJ/mol. The calculation puts the total energy at -76718.722 eV. The HOMO energy (alpha / beta) is -6.471 / -7.872 eV.

Geometry as ORCA input:
```
! wB97M-V def2-TZVPD RIJCOSX def2/J DEFGRID3
* xyz 0 5
Os -0.82 -1.13 1.23
Cl -0.21 -3.03 2.44
P -0.48 0.61 -0.21
C 3.37 -0.20 2.32
H 3.26 -1.30 2.49
H 3.47 -0.19 1.19
C -2.18 0.06 -0.83
C 0.80 0.51 -1.62
C -3.04 1.02 -1.68
H -1.94 -0.79 -1.49
C -4.21 0.21 -2.24
H -3.41 1.85 -1.06
H -2.45 1.47 -2.50
C -5.02 -0.56 -1.19
H -4.88 0.87 -2.81
H -3.81 -0.51 -2.97
C -4.14 -1.34 -0.22
H -5.62 0.14 -0.61
H -5.70 -1.26 -1.67
C -3.02 -0.44 0.34
H -4.72 -1.75 0.62
H -3.64 -2.20 -0.71
H -3.46 0.42 0.87
H -2.53 -1.12 1.16
C -0.58 2.44 0.13
C 2.06 1.35 -1.37
H 1.10 -0.55 -1.53
C 3.11 1.15 -2.49
H 1.81 2.41 -1.29
H 2.49 1.06 -0.40
C 2.52 1.26 -3.90
H 3.90 1.90 -2.37
H 3.57 0.16 -2.37
C 1.27 0.39 -4.09
H 2.27 2.31 -4.12
H 3.27 0.97 -4.63
C 0.20 0.66 -3.03
H 0.84 0.57 -5.09
H 1.55 -0.67 -4.04
H -0.24 1.66 -3.17
H -0.61 -0.08 -3.16
C -1.71 2.87 1.08
H 0.39 2.61 0.66
C -1.47 4.34 1.52
H -2.68 2.80 0.55
H -1.80 2.20 1.96
C -1.38 5.29 0.30
H -2.28 4.66 2.20
H -0.52 4.38 2.07
C -0.40 4.80 -0.76
H -2.38 5.40 -0.14
H -1.09 6.29 0.65
C -0.62 3.34 -1.12
H -0.50 5.41 -1.67
H 0.63 4.94 -0.40
H -1.59 3.21 -1.61
H 0.14 3.03 -1.84
C 0.25 -0.09 2.67
C 2.58 0.60 3.03
H 0.15 1.01 2.44
C 2.79 0.40 4.47
H 2.08 1.57 2.67
C 2.20 -0.92 4.96
H 3.88 0.38 4.37
H 2.35 1.27 4.95
C 0.72 -0.80 5.32
H 2.24 -1.71 4.21
H 2.82 -1.26 5.80
C -0.16 -0.34 4.11
H 0.37 -1.76 5.75
H 0.59 -0.11 6.15
H -0.90 -1.15 3.95
H -0.73 0.57 4.44
O 2.50 -2.07 0.52
C 1.63 -2.60 -0.17
N 0.26 -2.19 -0.35
S -0.56 -3.11 -1.47
O -1.79 -3.60 -0.90
O -0.54 -2.40 -2.72
C 0.69 -4.38 -1.44
C 0.68 -5.74 -1.78
C 1.84 -6.51 -1.46
C 3.00 -5.98 -0.88
C 3.00 -4.61 -0.57
C 1.83 -3.87 -0.82
H -0.22 -6.16 -2.24
H 1.81 -7.58 -1.66
H 3.86 -6.61 -0.65
H 3.87 -4.12 -0.12
*
```

Results of the Löwdin charge analysis, in e, for atoms 1 through 6: 1.005, 0.080, 1.017, -0.045, 0.078, 0.051

=====

Q: The lowest strongest force on any atom belongs to which entry?
A: C36H54N5O4PPt

=====

What did the fourth record say?
The following is a DFT calculation (ωB97M-V/def2-TZVPD) of a cluster of 2 separate species, C4H6FNO in total.

As for the orbital gap: 0.31088 Ha. The value obtained for the strongest force on any atom is 5.63 eV/Å. The value obtained for the relative energy (zero: lowest compared OMol25 entry of this formula, charge and spin) is 579.3 kJ/mol. The calculation puts the total energy at -10494.150 eV. The HOMO energy is -8.839 eV.

Geometry as ORCA input:
```
! wB97M-V def2-TZVPD RIJCOSX def2/J DEFGRID3
* xyz 0 1
C -0.50 0.49 -1.07
C -0.77 0.76 0.43
C -0.51 -0.58 -0.16
C 1.46 -1.37 -0.04
N 2.00 -0.24 0.49
O 2.49 0.61 -0.26
F -1.36 -1.62 -0.11
H -1.13 0.67 -1.84
H 0.49 0.89 -1.16
H 0.00 1.38 1.01
H -1.70 1.04 0.86
H 1.47 -1.52 -1.12
H 1.55 -2.12 0.61
*
```

Results of the natural (NBO) charge analysis, in e, for atoms 1 through 6: -0.499, -0.469, 0.500, -0.277, 0.048, -0.367